Entry 1:
Formula: C15H30FO15Tl
Source: OMol25
Level of theory: ωB97M-V with the def2-TZVPD basis set

```
62
Properties=species:S:1:pos:R:3:lowdin_charge:R:1
Tl -1.708 -1.324 -2.566 1.20
F -0.804 -1.056 0.042 -0.37
C -7.253 1.284 -0.780 -0.02
O -6.034 1.003 -1.437 0.03
C -4.991 0.555 -0.756 -0.60
O -4.086 -0.044 -1.285 0.02
O -5.052 0.885 0.518 0.03
C -3.867 0.733 1.300 0.00
H -8.004 1.556 -1.521 0.11
H -7.166 2.153 -0.124 0.11
H -7.678 0.440 -0.234 0.11
H -3.363 -0.202 1.046 0.09
H -4.148 0.717 2.345 0.11
H -3.159 1.525 1.057 0.09
C 0.414 -3.426 1.738 -0.04
O 1.751 -3.134 1.493 0.03
C 2.648 -4.129 1.366 -0.61
O 2.373 -5.281 1.490 0.21
O 3.814 -3.609 1.087 0.02
C 4.833 -4.530 0.663 0.01
H -0.094 -3.837 0.856 0.12
H -0.213 -2.567 1.980 0.07
H 0.268 -4.136 2.560 0.13
H 4.435 -5.186 -0.113 0.11
H 5.176 -5.147 1.491 0.11
H 5.642 -3.939 0.250 0.10
C 2.276 1.604 -4.629 0.01
O 2.836 1.334 -3.335 0.06
C 2.115 0.563 -2.529 -0.57
O 0.983 0.196 -2.704 0.05
O 2.839 0.402 -1.430 0.10
C 2.407 -0.394 -0.365 0.03
H 2.518 2.633 -4.883 0.11
H 1.191 1.528 -4.614 0.09
H 2.712 0.921 -5.357 0.12
H 3.214 -0.532 0.341 0.12
H 1.977 -1.332 -0.750 0.13
H 1.510 0.074 0.099 0.11
C -0.227 2.463 0.071 -0.02
O -1.229 3.122 -0.682 0.09
C -1.825 2.513 -1.649 -0.59
O -1.490 1.413 -2.074 0.01
O -2.878 3.183 -2.044 0.07
C -3.653 2.742 -3.155 0.00
H 0.655 2.278 -0.542 0.10
H -0.589 1.514 0.474 0.08
H 0.130 3.031 0.926 0.10
H -4.589 3.286 -3.209 0.11
H -3.817 1.667 -3.148 0.08
H -3.106 2.970 -4.075 0.11
C 0.744 0.008 3.102 0.02
O 2.116 0.268 3.305 0.04
C 2.770 1.108 2.493 -0.60
O 2.185 1.809 1.702 0.18
O 4.042 1.073 2.664 0.07
C 4.677 0.072 3.477 0.03
H 0.180 0.938 3.058 0.12
H 0.441 -0.694 3.873 0.12
H 0.623 -0.534 2.142 0.08
H 4.379 0.237 4.511 0.11
H 5.747 0.161 3.328 0.11
H 4.402 -0.930 3.143 0.10
```

Results
- 2S+1: 1
- HOMO level: -16.01 eV
- Net charge: +2
- Energy above the lowest of the compared OMol25 structures with the same formula, charge and spin: 40.3 kcal/mol
- LUMO energy: -13.3623 eV
- Gap between HOMO and LUMO: 2.645 eV

***

Entry 2:
Formula: C9H30F9O18Pt2S3
Source: OMol25
Level of theory: ωB97M-V with the def2-TZVPD basis set

```
71
Properties=species:S:1:pos:R:3:lowdin_spin:R:1
Pt -1.565 -3.545 -3.415 1.69
Pt 2.089 0.567 -3.587 1.70
C 0.835 -1.297 0.214 0.01
F 0.194 -1.977 1.179 0.00
F 1.283 -0.237 0.796 0.00
F 1.856 -2.041 -0.274 0.00
S -0.321 -0.836 -1.258 0.02
O 0.613 -0.163 -2.213 0.07
O -0.932 -2.063 -1.826 0.07
O -1.317 0.099 -0.648 0.02
C -1.994 0.765 -5.541 0.01
F -1.281 1.801 -5.954 0.00
F -2.581 1.178 -4.451 0.00
F -3.002 0.487 -6.381 0.00
S -0.787 -0.774 -5.358 0.01
O 0.468 -0.213 -4.851 0.06
O -1.541 -1.620 -4.398 0.07
O -0.585 -1.300 -6.754 0.01
C 3.205 -4.241 -2.535 0.01
F 2.795 -4.183 -1.302 0.00
F 4.480 -3.753 -2.668 0.00
F 3.230 -5.487 -2.918 0.00
S 2.081 -3.149 -3.597 0.01
O 0.659 -3.578 -3.511 0.07
O 2.397 -1.744 -3.275 0.05
O 2.525 -3.372 -4.992 0.02
O -3.544 -2.109 0.421 0.00
H -3.876 -1.563 1.134 0.00
H -3.358 -1.492 -0.287 0.00
O -0.136 2.478 -0.274 0.00
H -0.616 1.671 -0.461 0.00
H -0.757 3.019 0.213 0.00
O -3.714 1.379 -1.129 0.00
H -4.443 0.827 -0.849 0.00
H -3.003 0.764 -1.312 0.00
O 3.037 -3.993 2.024 0.00
H 2.132 -3.685 1.964 0.00
H 3.003 -4.898 1.712 0.00
O 2.051 2.316 -1.859 0.04
H 1.422 2.531 -1.170 0.00
H 2.784 2.913 -1.710 0.00
O -2.370 -4.104 -1.151 0.02
H -2.328 -4.815 -0.511 0.00
H -2.696 -3.353 -0.654 0.00
O 0.745 -0.524 3.770 0.00
H -0.070 -0.191 4.146 0.00
H 0.911 0.042 3.016 0.00
C 2.537 4.391 1.417 0.00
C 2.324 2.943 1.951 0.00
C 3.203 2.755 3.194 0.00
O 0.976 2.753 2.292 0.00
H 2.033 5.142 2.025 0.00
H 2.107 4.558 0.430 0.00
H 3.580 4.706 1.401 0.00
H 2.660 2.186 1.243 0.00
H 4.235 2.813 2.849 0.00
H 3.030 1.804 3.698 0.00
H 3.067 3.566 3.909 0.00
H 0.520 2.518 1.481 0.00
C -2.829 2.224 4.336 0.00
C -2.522 0.734 4.033 0.00
C -2.057 0.379 2.622 0.00
O -1.425 0.461 4.958 0.00
H -1.933 2.826 4.184 0.00
H -3.079 2.452 5.372 0.00
H -3.619 2.670 3.733 0.00
H -3.370 0.174 4.429 0.00
H -2.747 0.781 1.880 0.00
H -1.884 -0.697 2.625 0.00
H -1.089 0.873 2.540 0.00
H -1.693 0.450 5.880 0.00
```

Results
- 2S+1: 5
- HOMO level (spin up / spin down): -12.32 / -12.32 eV
- Net charge: +1
- Energy above the lowest of the compared OMol25 structures with the same formula, charge and spin: 42.4 kcal/mol
- LUMO energy (spin up / spin down): -5.7357 / -7.0541 eV
- Gap between HOMO and LUMO (spin up / spin down): 6.584 / 5.265 eV

***

Entry 3:
Formula: C4H9N
Source: OMol25
Level of theory: ωB97M-V with the def2-TZVPD basis set

```
14
Properties=species:S:1:pos:R:3:lowdin_charge:R:1
C -1.968 -0.229 0.089 0.03
N 0.642 -0.160 1.602 -0.07
C 0.464 0.348 0.287 -0.65
C -0.677 -0.188 -0.466 -0.05
C 1.738 0.396 -0.571 -0.08
H -1.178 -1.027 0.522 0.16
H -2.678 -0.607 -0.629 0.10
H -2.260 0.335 0.963 0.12
H 0.265 -1.107 1.703 -0.04
H 0.140 1.386 0.427 0.14
H -0.598 -0.361 -1.532 0.14
H 1.587 0.872 -1.554 0.07
H 2.518 0.997 -0.125 0.07
H 2.005 -0.654 -0.715 0.07
```

Results
- 2S+1: 1
- HOMO level: -6.37 eV
- Net charge: 0
- Energy above the lowest of the compared OMol25 structures with the same formula, charge and spin: 135.9 kcal/mol
- LUMO energy: -0.8683 eV
- Gap between HOMO and LUMO: 5.501 eV

***

Entry 4:
Formula: F6H18O9P
Source: OMol25
Level of theory: ωB97M-V with the def2-TZVPD basis set

```
34
Properties=species:S:1:pos:R:3:lowdin_charge:R:1
P 0.223 -0.690 -0.254 0.21
F 1.742 -0.338 -0.807 -0.16
F 0.876 -2.037 0.343 -0.14
F 0.515 0.054 1.160 -0.18
F -1.258 -1.178 0.244 -0.14
F -0.305 0.773 -0.687 -0.14
F -0.081 -1.356 -1.683 -0.13
O -2.122 -3.630 -2.408 -0.06
H -2.924 -3.180 -2.687 0.03
H -1.551 -2.922 -2.080 0.00
O 2.493 -1.251 2.515 -0.06
H 2.719 -2.054 2.993 0.03
H 1.810 -1.526 1.879 -0.01
O 1.743 2.474 0.599 -0.06
H 1.307 1.701 0.199 -0.02
H 1.221 2.666 1.381 0.02
O 0.974 1.420 -3.567 -0.06
H 1.252 0.879 -4.313 0.03
H 0.629 0.784 -2.928 0.00
O 0.372 0.904 3.855 -0.06
H -0.014 1.727 3.541 0.04
H 0.718 0.472 3.056 0.00
O 3.339 -0.809 -3.306 -0.07
H 3.462 0.130 -3.132 0.03
H 3.029 -1.167 -2.465 0.02
O -1.618 3.470 -1.811 -0.07
H -0.702 3.178 -1.718 0.02
H -1.556 4.413 -1.987 0.03
O -4.251 -0.234 1.395 -0.07
H -3.628 -0.576 2.052 -0.01
H -3.717 0.334 0.831 0.02
O -1.906 -1.014 3.260 -0.06
H -1.394 -0.728 4.025 0.03
H -1.397 -0.691 2.506 0.00
```

Results
- 2S+1: 1
- HOMO level: -8.40 eV
- Net charge: -1
- Energy above the lowest of the compared OMol25 structures with the same formula, charge and spin: 4.3 kcal/mol
- LUMO energy: 2.8657 eV
- Gap between HOMO and LUMO: 11.264 eV

***

Entry 5:
Formula: C3H2LiO3Tl
Source: OMol25
Level of theory: ωB97M-V with the def2-TZVPD basis set

```
10
Properties=species:S:1:pos:R:3:lowdin_charge:R:1
O -3.270 0.394 0.047 -0.30
O -0.738 1.798 -0.847 -0.15
C -0.584 2.851 0.006 -0.54
C -1.149 0.504 -0.483 -0.19
O -1.166 2.776 1.103 -0.20
C -2.080 -0.159 0.253 -0.43
Tl 0.739 5.054 -0.941 0.80
H -1.995 -1.257 0.315 0.10
H -1.734 0.209 -1.559 0.17
Li -2.865 2.021 1.272 0.73
```

Results
- 2S+1: 1
- HOMO level (spin up / spin down): -6.48 / -4.96 eV
- Net charge: 0
- Energy above the lowest of the compared OMol25 structures with the same formula, charge and spin: 116.3 kcal/mol
- LUMO energy (spin up / spin down): -1.0971 / -1.1046 eV
- Gap between HOMO and LUMO (spin up / spin down): 5.387 / 3.855 eV

***

Entry 6:
Formula: CHN3O2
Source: OMol25
Level of theory: ωB97M-V with the def2-TZVPD basis set

```
7
Properties=species:S:1:pos:R:3:lowdin_charge:R:1
O -0.638 1.144 -1.555 0.08
C 0.064 0.532 -0.789 -0.60
N -0.605 0.071 0.504 0.11
N 0.177 -0.687 1.201 -0.06
N 1.296 -0.887 0.918 0.27
O 1.269 0.137 -0.735 0.04
H -1.598 0.040 0.704 0.15
```

Results
- 2S+1: 1
- HOMO level (spin up / spin down): -10.90 / -10.90 eV
- Net charge: 0
- Energy above the lowest of the compared OMol25 structures with the same formula, charge and spin: 37.9 kcal/mol
- LUMO energy (spin up / spin down): -1.2912 / -1.2916 eV
- Gap between HOMO and LUMO (spin up / spin down): 9.608 / 9.607 eV